[1]
{"formula": "C4H6N2", "method": "the ωB97M-V functional and the def2-TZVPD basis", "elements": ["N", "C", "C", "N", "C", "C", "H", "H", "H", "H", "H", "H"], "coordinates": [[0.9951, 0.6252, -1.9771], [0.6304, -0.0115, -0.9578], [0.9714, -0.8751, 0.2091], [-0.3892, -0.7818, 0.7762], [-0.9514, 0.0445, -0.3068], [-0.7201, 0.6195, 1.0374], [1.1875, -1.8959, -0.1100], [1.7577, -0.5064, 0.8687], [-1.9907, -0.1566, -0.6481], [-0.0366, 0.8541, -1.7921], [0.0766, 1.3550, 1.1429], [-1.5305, 0.7290, 1.7575]], "nbo_charge": [-0.545, 0.266, -0.311, -0.372, -0.255, -0.282, 0.232, 0.216, 0.226, 0.408, 0.195, 0.221], "orbital_gap_ev": 10.83, "e_homo_ev": -9.727, "spin_multiplicity": 1, "molar_mass_g_mol": 82.11, "lumo_ev": 1.102}

[2]
{"formula": "C4H6N2", "method": "the ωB97M-V functional and the def2-TZVPD basis", "elements": ["C", "C", "C", "N", "C", "N", "H", "H", "H", "H", "H", "H"], "coordinates": [[-0.0877, 0.9963, 1.8481], [-0.3680, 0.1924, 0.3446], [0.5670, -0.5156, -0.3002], [0.2601, -0.8936, -1.6452], [-0.8873, -0.6133, -2.2116], [-1.3692, 0.8228, 0.6962], [0.4690, 0.1444, 2.2655], [-0.8450, 1.2514, 2.5817], [0.5582, 1.8405, 1.6161], [1.5045, -0.8214, 0.1360], [1.0312, -1.3861, -2.0898], [-0.8327, -1.0179, -3.2415]], "nbo_charge": [-0.500, 0.357, -0.358, -0.525, -0.154, -0.292, 0.242, 0.289, 0.231, 0.229, 0.375, 0.106], "orbital_gap_ev": 8.45, "e_homo_ev": -7.781, "spin_multiplicity": 1, "molar_mass_g_mol": 82.11, "lumo_ev": 0.672}

[3]
{"formula": "C4H6N2", "method": "the ωB97M-V functional and the def2-TZVPD basis", "elements": ["C", "N", "C", "C", "N", "C", "H", "H", "H", "H", "H", "H"], "coordinates": [[1.3833, -0.9082, 0.1924], [0.2424, -0.0898, -0.1581], [-0.1431, 1.0617, 0.4903], [-1.4454, 1.2679, 0.1337], [-1.8738, 0.2841, -0.7251], [-0.8425, -0.5093, -0.8659], [2.3018, -0.3175, 0.1998], [1.2297, -1.3464, 1.1832], [1.4851, -1.7151, -0.5355], [0.5406, 1.6187, 1.1153], [-2.1094, 2.0587, 0.4571], [-0.8055, -1.4034, -1.4781]], "nbo_charge": [-0.399, -0.349, -0.116, -0.093, -0.457, 0.169, 0.210, 0.204, 0.214, 0.216, 0.208, 0.192], "orbital_gap_ev": 9.70, "e_homo_ev": -8.815, "spin_multiplicity": 1, "molar_mass_g_mol": 82.11, "lumo_ev": 0.883}

[4]
{"formula": "C4H6N2", "method": "the ωB97M-V functional and the def2-TZVPD basis", "elements": ["C", "C", "C", "N", "N", "C", "H", "H", "H", "H", "H", "H"], "coordinates": [[1.4630, 0.6367, -0.1343], [0.3050, 0.0699, -0.0523], [-0.5078, -1.2609, -0.1134], [-1.7903, -0.4702, -0.3999], [-2.0352, 0.5780, 0.4805], [-1.1436, 0.8595, -0.5085], [1.4744, 1.6366, -0.4386], [2.3731, 0.0820, 0.0658], [-0.3089, -1.8065, -1.0704], [-0.5971, -1.9675, 0.7745], [-1.7660, 0.6127, 1.4141], [-1.3622, 1.5453, -1.2944]], "nbo_charge": [-0.420, 0.000, -0.300, -0.244, -0.467, 0.029, 0.209, 0.203, 0.227, 0.211, 0.354, 0.197], "orbital_gap_ev": 9.80, "e_homo_ev": -8.783, "spin_multiplicity": 1, "molar_mass_g_mol": 82.11, "lumo_ev": 1.020}

[5]
{"formula": "C4H6N2", "method": "the ωB97M-V functional and the def2-TZVPD basis", "elements": ["C", "C", "C", "C", "N", "N", "H", "H", "H", "H", "H", "H"], "coordinates": [[0.1600, -1.0483, -0.1795], [-1.9343, -0.7471, 0.8369], [0.3164, 0.2425, 0.0767], [1.0974, 1.4084, 0.0488], [-1.7296, 0.4947, 1.0651], [-1.0703, -1.6353, 0.2283], [0.6691, -1.7294, -0.7287], [-2.6801, -1.2183, 1.3980], [1.2940, 1.8261, -0.9230], [0.6123, 2.0915, 0.6532], [2.1526, 1.3978, 0.3435], [-1.3230, -2.5914, -0.0534]], "nbo_charge": [-0.112, 0.052, 0.153, -0.738, -0.391, -0.412, 0.168, 0.149, 0.252, 0.234, 0.232, 0.412], "orbital_gap_ev": [6.70, 5.60], "e_homo_ev": [-5.973, -7.592], "spin_multiplicity": 3, "s_squared": 2.045, "molar_mass_g_mol": 82.11, "lumo_ev": [0.730, -1.992]}

[6]
{"formula": "C4H6N2O", "method": "the ωB97M-V functional and the def2-TZVPD basis", "elements": ["H", "N", "C", "O", "C", "C", "C", "N", "H", "H", "H", "H", "H"], "coordinates": [[-2.4596, 1.6907, -0.3162], [-1.6966, 1.0330, -0.4630], [-1.8628, 0.0311, 0.2904], [-1.0257, -1.0184, 0.3545], [0.2208, -0.9062, -0.3284], [1.1294, 0.0785, 0.4204], [2.3384, 0.3924, -0.3404], [3.2956, 0.6474, -0.9367], [-2.6759, -0.1147, 1.0046], [0.0715, -0.5992, -1.3671], [0.6490, -1.9111, -0.3073], [0.5903, 1.0131, 0.6001], [1.4255, -0.3366, 1.3891]], "nbo_charge": [0.358, -0.723, 0.408, -0.495, -0.064, -0.543, 0.285, -0.319, 0.158, 0.211, 0.204, 0.271, 0.249], "orbital_gap_ev": 11.43, "e_homo_ev": -10.726, "spin_multiplicity": 1, "molar_mass_g_mol": 98.10, "lumo_ev": 0.699}